(1)
The following is a quantum chemistry calculation of a cluster of 2 separate species, C11H14N2O in total in a non-equilibrium geometry, from the Open Molecules 2025 dataset.

The value obtained for the frontier orbital gap (alpha / beta) is 0.120 / 0.251 hartree. The spin multiplicity is 2. As for the expectation value of S²: 0.77. As for the net charge: -1. The relative energy (zero: lowest compared OMol25 entry of this formula, charge and spin) is 265.5 kJ/mol.

Positions of all 28 atoms, in Å:
C -0.3703 -0.8850 -3.5942
C 1.2744 0.1837 -1.9653
C 0.0613 -0.2623 -2.3395
C -0.2295 1.3138 -0.6845
C -0.9479 0.4665 -1.5551
C -0.7417 2.0575 0.3511
C -2.3615 0.4329 -1.5835
C -2.0891 1.6988 0.5869
C -2.8590 0.9901 -0.4457
N 1.1889 1.0483 -0.8887
H 2.3164 -0.4507 -2.2049
H 1.8263 1.8497 -0.8712
H -0.9788 -0.2050 -4.2520
H -1.0520 -1.6709 -3.5945
H -0.3281 2.8919 0.7252
H -2.8271 0.1801 -2.5393
H -2.5184 2.2694 1.2858
H -3.9859 1.0790 -0.1369
H 0.4858 -1.4029 -4.0305
C 2.5818 -1.6832 1.8823
C 1.5393 -1.5398 2.9350
O 1.5201 -2.1414 3.9989
N 0.3901 -0.7913 2.5860
H 2.0034 -2.3195 1.2098
H 3.3698 -2.2841 2.3299
H -0.1664 -0.6107 3.3581
H 0.4972 0.1418 1.9381
H 2.9968 -0.7735 1.3852

***

(2)
The following is a quantum chemistry calculation of a structure of composition C37H42FeN5S2Si2 in a non-equilibrium geometry, from the Open Molecules 2025 dataset.

The value obtained for the frontier orbital gap (alpha / beta) is 0.187 / 0.156 hartree. The spin multiplicity is 6. As for the expectation value of S²: 8.77. As for the net charge: -2. The relative energy (zero: lowest compared OMol25 entry of this formula, charge and spin) is 294.5 kJ/mol.

Positions of all 89 atoms, in Å:
Fe -0.5986 -0.5843 0.2252
C -4.0622 -2.5932 2.7209
C -2.9614 -1.8604 2.2741
N -2.6141 -1.7589 1.0080
C -3.3627 -2.3885 0.0843
C -4.5078 -3.1563 0.4339
C -4.8390 -3.2459 1.8004
C -5.2413 -3.8151 -0.5680
C -4.7805 -3.7947 -1.8631
C -3.6356 -3.0979 -2.2134
C -2.9287 -2.3182 -1.2849
N -1.8164 -1.6086 -1.5368
C -1.3855 -1.3208 -2.7865
C -2.2013 -1.0684 -3.8967
C -1.6638 -0.7964 -5.1458
C -0.3009 -0.7661 -5.3465
C 0.5640 -0.9153 -4.2515
C 1.9640 -0.7856 -4.3682
C 2.7319 -0.8385 -3.2354
C 2.1007 -0.9938 -1.9989
N 0.7998 -1.1488 -1.8449
C 0.0302 -1.1408 -2.9535
H -4.2676 -2.6466 3.7802
H -2.3340 -1.3531 2.9921
H -5.6929 -3.8446 2.0954
H -6.1261 -4.3785 -0.3047
H -5.3209 -4.3264 -2.6380
H -3.2633 -3.1708 -3.2236
H -3.2733 -1.0514 -3.7570
H -2.3317 -0.6120 -5.9811
H 0.1233 -0.5821 -6.3254
H 2.4004 -0.6162 -5.3439
H 3.8062 -0.7294 -3.2732
H 2.6950 -0.9733 -1.0988
S -3.4346 1.1171 1.6708
C -2.4005 1.2518 3.0206
C -2.8965 1.0772 4.3146
C -2.1062 1.2860 5.4419
C -2.6353 1.0525 6.7171
N -3.1011 0.8361 7.7505
C -0.7660 1.7323 5.2834
C -0.2497 1.8537 3.9913
C -1.0134 1.5544 2.8733
S -0.2807 1.5389 1.3016
C 0.0259 2.0135 6.4002
N 0.6816 2.2375 7.3238
H -3.9220 0.7537 4.4327
H 0.7771 2.1631 3.8538
C 2.3337 -3.0567 1.1109
C 1.7068 -2.2794 2.2661
C 1.6695 -3.1595 3.5298
C 0.3042 -1.8358 1.9087
H 3.2175 -3.6130 1.4307
H 2.6167 -2.3694 0.3218
H 1.6060 -3.7509 0.6917
H 2.3337 -1.4074 2.4940
H 1.0600 -4.0454 3.3554
H 1.2380 -2.6116 4.3654
H 2.6712 -3.4853 3.8125
H -0.1206 -1.3319 2.7846
H -0.2922 -2.7343 1.7015
C -0.8431 1.9779 -2.3993
Si 0.8779 2.7888 -2.2596
C 1.6665 2.9255 -4.0111
C 0.5789 4.6321 -1.7828
C 1.9902 1.8637 -1.1078
Si 3.5151 2.4541 -0.2569
C 4.9081 2.9236 -1.5031
C 4.1884 1.0884 0.9059
C 3.2750 4.0291 0.8210
H -1.6536 2.6789 -2.2201
H -0.9367 1.1882 -1.6478
H -0.9977 1.5231 -3.3712
H 1.0641 3.5140 -4.6969
H 1.8126 1.9461 -4.4499
H 2.6414 3.3964 -3.9452
H -0.1922 5.0898 -2.3992
H 1.4843 5.2233 -1.8930
H 0.2635 4.7013 -0.7472
H 1.5127 1.0238 -0.6075
H 5.2035 2.0674 -2.1008
H 5.7991 3.3058 -1.0106
H 4.5549 3.6884 -2.1868
H 4.6473 0.2763 0.3497
H 3.3616 0.6722 1.4726
H 4.9200 1.4623 1.6175
H 3.0344 4.8802 0.1918
H 4.1503 4.2902 1.4111
H 2.4444 3.8825 1.5033

***

(3)
The following is a quantum chemistry calculation of a cluster of 15 separate species, C53H136O15 in total in a non-equilibrium geometry, from the Open Molecules 2025 dataset.

The value obtained for the frontier orbital gap is 0.368 hartree. As for the net charge: 0.

Positions of all 204 atoms, in Å:
C 9.1460 3.4351 -2.3799
C 9.5239 2.0055 -2.7632
O 8.8606 1.0661 -1.8667
C 8.9414 -0.2160 -2.4624
C 8.5477 -1.2655 -1.5292
H 9.5174 4.1928 -3.0698
H 8.0731 3.5911 -2.4922
H 9.4626 3.6656 -1.3627
H 9.1672 1.7935 -3.7711
H 10.6023 1.8665 -2.8398
H 8.2170 -0.2578 -3.2758
H 9.9199 -0.4466 -2.8838
H 8.4848 -2.2685 -1.9512
H 7.5519 -0.9849 -1.1863
H 9.1985 -1.2112 -0.6564
C 3.4673 3.5165 -4.7451
C 3.9176 3.5012 -6.2679
O 4.5065 4.7399 -6.6182
C 4.9864 4.8002 -7.9903
C 5.7481 6.1599 -8.1472
H 4.2819 3.8179 -4.0864
H 2.6326 4.1921 -4.5582
H 3.2192 2.5166 -4.3892
H 4.5919 2.6588 -6.4220
H 3.1057 3.3273 -6.9740
H 5.6787 3.9911 -8.2228
H 4.1693 4.7320 -8.7086
H 6.4454 6.2426 -8.9809
H 6.3581 6.4016 -7.2768
H 4.9599 6.9060 -8.2482
C 1.9164 -12.9069 -4.7029
C 2.5501 -12.3071 -3.3982
O 1.4655 -12.0967 -2.4492
C 1.8737 -11.7542 -1.1235
C 0.6303 -11.8036 -0.1628
H 1.3038 -13.7535 -4.3929
H 1.2699 -12.1767 -5.1897
H 2.5940 -13.2097 -5.5012
H 3.2125 -13.0732 -2.9953
H 3.1705 -11.4205 -3.5290
H 2.6559 -12.3910 -0.7102
H 2.2249 -10.7223 -1.1278
H 0.9617 -11.3949 0.7918
H 0.2785 -12.8292 -0.0507
H -0.1486 -11.2079 -0.6388
C -4.1749 8.8578 -2.1532
C -4.2736 7.3886 -2.2326
O -5.1242 7.1559 -3.3494
C -5.2887 5.7543 -3.6783
C -6.2338 5.6138 -4.8413
H -3.5387 9.1456 -1.3162
H -3.7090 9.3101 -3.0287
H -5.1522 9.2911 -1.9403
H -3.3138 6.9219 -2.4540
H -4.5822 6.9564 -1.2807
H -4.3312 5.3152 -3.9588
H -5.7141 5.0924 -2.9239
H -5.9750 6.3807 -5.5713
H -7.2442 5.7372 -4.4515
H -6.2620 4.6737 -5.3922
C -9.4505 5.3062 3.8923
C -10.2683 5.9532 4.9963
O -10.3671 5.0720 6.0292
C -10.8209 5.7402 7.2051
C -11.3469 4.6639 8.1991
H -8.4249 4.9739 4.0526
H -9.9319 4.3901 3.5499
H -9.3852 6.0037 3.0573
H -9.7754 6.8531 5.3642
H -11.2386 6.3109 4.6518
H -10.0405 6.2941 7.7270
H -11.7337 6.2956 6.9899
H -12.1843 5.0441 8.7841
H -10.5553 4.3363 8.8731
H -11.7026 3.7819 7.6665
C -3.7236 14.2681 6.0835
C -3.5855 13.0916 7.0069
O -3.6407 11.9541 6.2087
C -3.8340 10.7076 6.8392
C -3.8560 9.6224 5.7602
H -3.6357 15.2547 6.5385
H -2.9203 14.1568 5.3552
H -4.5818 14.2299 5.4126
H -2.6382 13.1058 7.5460
H -4.2957 13.1448 7.8320
H -3.0826 10.4495 7.5855
H -4.8277 10.7992 7.2776
H -4.5421 10.0015 5.0028
H -4.1582 8.6365 6.1134
H -2.8488 9.5412 5.3514
C -0.8587 1.1769 -14.0772
C -0.7979 1.2872 -12.5919
O -1.9723 0.7274 -12.0089
C -1.9813 0.6752 -10.5903
C -1.3289 -0.6122 -10.1612
H 0.0476 1.6162 -14.4940
H -0.9958 0.1403 -14.3850
H -1.7517 1.7299 -14.3682
H 0.1246 0.8688 -12.1893
H -0.7781 2.3299 -12.2750
H -1.4220 1.5404 -10.2345
H -3.0094 0.7838 -10.2451
H -1.1331 -0.4534 -9.1007
H -0.3838 -0.8240 -10.6613
H -1.9301 -1.4873 -10.4080
C -0.5023 1.0147 1.8575
C -0.1387 -0.4995 1.8468
O -0.2667 -1.0680 0.5384
C 0.0844 -2.4073 0.4474
C -0.0787 -2.7755 -1.0287
H -0.3496 1.4289 2.8541
H 0.2221 1.6531 1.3517
H -1.5012 1.2624 1.4983
H 0.8770 -0.6116 2.2259
H -0.8756 -1.0176 2.4605
H 1.0989 -2.4881 0.8378
H -0.4934 -3.1025 1.0563
H 0.0125 -3.8425 -1.2321
H 0.6828 -2.2456 -1.6008
H -1.0662 -2.4958 -1.3959
C 5.6058 -6.4877 -8.2957
C 6.7150 -5.5555 -8.8149
O 7.9238 -5.7876 -8.1487
C 8.8983 -4.8557 -8.5177
C 10.1687 -5.2510 -7.7205
H 4.6444 -6.1865 -8.7117
H 5.7727 -7.5300 -8.5675
H 5.5093 -6.3857 -7.2148
H 6.8560 -5.7225 -9.8828
H 6.3725 -4.5221 -8.7615
H 9.0424 -4.9422 -9.5946
H 8.5884 -3.8607 -8.1980
H 9.9601 -5.4258 -6.6650
H 10.8115 -4.3783 -7.8368
H 10.6958 -6.0728 -8.2051
C 4.1082 6.9331 8.3539
C 3.2383 6.4599 7.1680
C 3.6614 7.1392 5.8305
O 3.4621 5.1072 6.9165
H 5.1365 7.0214 8.0033
H 4.0419 6.3606 9.2791
H 3.8802 7.9633 8.6273
H 2.1916 6.6425 7.4112
H 2.9814 6.8188 5.0412
H 4.6998 7.0179 5.5221
H 3.4700 8.2106 5.8894
H 4.1701 4.9772 6.2814
C -3.4123 4.1396 12.3001
C -1.9426 3.9343 11.9861
C -1.2134 2.8211 12.7776
O -1.9622 3.5052 10.6329
H -3.9930 3.2218 12.2079
H -3.8843 4.9117 11.6925
H -3.4464 4.4916 13.3311
H -1.3978 4.8783 11.9909
H -1.8634 1.9572 12.9163
H -0.9386 3.2610 13.7363
H -0.2737 2.5931 12.2745
H -1.0548 3.5768 10.3278
C 2.3883 -2.5667 9.6082
C 2.4622 -3.9619 10.2762
C 1.6424 -4.0240 11.5613
O 2.1842 -5.0019 9.4158
H 1.3441 -2.2556 9.6402
H 2.6785 -2.7059 8.5669
H 3.0101 -1.8079 10.0833
H 3.4955 -4.1804 10.5457
H 1.4766 -5.0912 11.7088
H 0.7225 -3.4820 11.3419
H 2.1030 -3.6327 12.4684
H 1.3137 -4.8527 9.0394
C -4.0594 -9.6610 -5.9559
C -4.0070 -9.2212 -7.4395
C -4.3488 -10.3786 -8.4443
O -5.0176 -8.2080 -7.5010
H -5.0565 -10.0077 -5.6845
H -3.8154 -8.8194 -5.3076
H -3.3692 -10.4865 -5.7820
H -3.0545 -8.7643 -7.7082
H -3.8162 -11.2972 -8.1977
H -4.0983 -10.0662 -9.4580
H -5.3994 -10.6660 -8.4018
H -5.4202 -8.1606 -8.3712
C -6.6147 -6.4986 1.1833
C -7.4166 -5.2665 1.6632
C -6.4667 -4.0385 1.6321
O -8.5188 -5.0450 0.7849
H -7.2060 -7.3854 1.4118
H -5.6167 -6.5169 1.6212
H -6.4612 -6.4191 0.1071
H -7.7211 -5.4787 2.6881
H -5.5606 -4.3866 2.1281
H -6.8922 -3.1846 2.1593
H -6.1236 -3.6863 0.6593
H -8.1794 -4.9286 -0.1056
C 5.7232 -7.6206 3.9698
C 5.9631 -8.9451 4.8143
O 5.9130 -8.6232 6.1622
H 6.3226 -6.7969 4.3576
H 4.6972 -7.2559 4.0187
H 5.9669 -7.6690 2.9085
H 6.9368 -9.3556 4.5469
H 5.1584 -9.6346 4.5593
H 5.0521 -8.2490 6.3633

***

(4)
The following is a quantum chemistry calculation of the molecule C3H6N2O in a non-equilibrium geometry, from the Open Molecules 2025 dataset.

The value obtained for the frontier orbital gap is 0.379 hartree. The SMILES is C/C=N/NC=O. As for the net charge: 0. The relative energy (zero: lowest compared OMol25 entry of this formula, charge and spin) is 172.5 kJ/mol.

Positions of all 12 atoms, in Å:
C 1.8029 1.2439 0.6084
C 0.9217 0.2142 -0.0920
N -0.3182 0.1211 0.2232
N -1.0538 -0.7798 -0.5010
C -2.3558 -1.0610 -0.2450
O -3.0000 -1.8404 -0.9346
H 2.7765 1.2913 0.1232
H 1.3299 2.2398 0.5253
H 1.9119 0.9661 1.6635
H 1.3164 -0.4850 -0.8410
H -0.5712 -1.4045 -1.1634
H -2.7601 -0.5058 0.6334